19
Properties=species:S:1:pos:R:3:lowdin_charge:R:1 method="wB97M-V/def2-TZVPD" orbital_gap_ev=10.26 total_charge=+1 spin_multiplicity=1 lumo_ev=-3.80 energy_ev=-8907.502 e_above_lowest_ev=3.127
C 1.13131 1.65397 0.12019 -0.0179
C 2.45769 1.08211 -0.18730 -0.0105
C 1.16771 -2.23509 0.13493 -0.0002
C -3.10817 0.31529 -0.54512 -0.1281
C 0.64532 -0.87446 0.10044 -0.0331
N 1.34630 0.20395 0.06363 -0.0004
O -2.00395 0.36064 0.32707 -0.1905
H 1.07560 1.90125 1.21695 0.1534
H 0.51539 2.20267 -0.61063 0.1433
H 2.78190 1.08388 -1.15807 0.1096
H 3.17610 1.19815 0.57024 0.1207
H 2.23458 -2.46093 0.24555 0.1049
H 0.79547 -2.51992 1.16166 0.1253
H 0.47376 -2.83896 -0.52681 0.1288
H -3.87279 -0.28097 -0.00113 0.1097
H -2.90250 -0.10932 -1.46719 0.0535
H -3.24453 1.36234 -0.85747 0.0957
H -0.35888 -0.56570 0.13091 0.0925
H -2.31031 0.52109 1.28216 0.1434

=====

19
Properties=species:S:1:pos:R:3:lowdin_charge:R:1 method="wB97M-V/def2-TZVPD" orbital_gap_ev=9.69 total_charge=+1 spin_multiplicity=1 smiles="C=[NH+]CCCCO" lumo_ev=-4.71 energy_ev=-8909.789 e_above_lowest_ev=0.840
C 2.06670 0.23232 -0.21180 -0.2261
O 1.63360 -0.56436 0.88281 -0.0868
C 0.77162 0.71304 -0.90689 -0.1544
C -0.21541 1.28824 0.10985 -0.1782
C -1.52260 0.56600 0.27492 -0.1095
C -1.92638 -1.83696 0.00252 0.1860
N -1.18606 -0.88490 0.39417 0.0522
H 2.67563 1.07435 0.16268 0.1291
H 2.79334 -0.27417 -0.85583 0.1274
H 2.29660 -1.12309 1.25025 0.0964
H 0.46876 -0.16129 -1.48610 0.1150
H 1.08182 1.48247 -1.61364 0.1225
H 0.30886 1.23514 1.07185 0.1191
H -0.33926 2.36694 0.03343 0.1319
H -2.17432 0.83150 1.10055 0.1413
H -2.09351 0.62830 -0.65884 0.1384
H -1.50863 -2.82391 0.16134 0.1274
H -2.90172 -1.67251 -0.43352 0.1301
H -0.22905 -1.07710 0.72223 0.1383

=====

19
Properties=species:S:1:pos:R:3:lowdin_charge:R:1 method="wB97M-V/def2-TZVPD" orbital_gap_ev=7.83 total_charge=+1 spin_multiplicity=1 lumo_ev=-5.07 energy_ev=-8907.861 e_above_lowest_ev=2.768
C -1.85125 1.61828 -0.05306 -0.0687
C -1.45911 0.29619 0.67515 -0.0969
C 2.10463 -0.97183 0.44047 -0.0170
C 1.16497 0.78383 -0.79136 0.1624
C -1.13207 -0.79027 -0.11576 -0.2491
N 1.44086 -0.47691 -0.68663 -0.0420
O -0.68431 -2.02293 0.25693 0.0108
H -1.03628 2.29389 0.27614 0.0869
H -2.84650 1.84240 0.11831 0.0600
H -1.51947 0.32448 1.78690 0.1216
H 2.36863 -0.04631 0.96719 0.1106
H 1.37436 -1.43537 1.03459 0.0830
H 3.02981 -1.46958 0.08852 0.1381
H -1.68452 1.38116 -1.04968 0.0315
H 1.53164 1.49429 -0.03116 0.1407
H 0.48653 1.21260 -1.51821 0.1178
H -1.19840 -0.68641 -1.14481 0.0976
H 0.94466 -1.11889 -1.36683 0.2008
H -1.03418 -2.22862 1.11328 0.1121

=====

19
Properties=species:S:1:pos:R:3:lowdin_charge:R:1 method="wB97M-V/def2-TZVPD" orbital_gap_ev=6.74 total_charge=+1 spin_multiplicity=1 lumo_ev=-7.01 energy_ev=-8902.447 e_above_lowest_ev=8.182
C 2.85530 0.57403 1.47523 0.1055
O 2.39624 1.41298 2.34112 0.0820
C 0.09704 -0.09216 1.15027 -0.0915
C -0.29526 0.67257 0.06786 -0.0914
C -1.67749 -0.05877 -1.20104 -0.3842
C -1.42736 -1.57632 -1.25730 -0.0493
N -1.47854 0.46977 -2.34866 0.1539
H 3.16092 0.92166 0.48028 0.1505
H 3.40582 -0.26273 1.92543 0.1480
H -1.91360 1.38547 -2.50331 0.0891
H 0.61461 -1.03012 0.99319 0.0709
H -0.45618 -0.16002 2.07761 0.0874
H -0.69557 1.67441 0.20364 0.1133
H 0.45349 0.77706 -0.69907 0.0931
H -1.09903 -1.80365 -2.26785 0.0824
H -2.28241 -2.18819 -0.97983 0.0884
H -2.56511 0.24784 -0.63514 0.1410
H -0.60285 -1.85590 -0.60273 0.0484
H 1.50997 0.89206 1.78030 0.1627

=====

19
Properties=species:S:1:pos:R:3:lowdin_charge:R:1 method="wB97M-V/def2-TZVPD" orbital_gap_ev=11.47 total_charge=+1 spin_multiplicity=1 smiles=OC[C@H]1CCC[NH2+]1 lumo_ev=-3.39 energy_ev=-8910.425 e_above_lowest_ev=0.205
O -1.38377 -2.22055 -1.05461 -0.0211
C -0.25198 -1.93682 -0.25020 -0.2185
C 0.12766 -0.49310 -0.53067 -0.2150
N 1.29705 -0.01226 0.35690 0.1189
C 0.89440 1.29837 0.96205 -0.0992
C -0.19064 1.83081 0.04470 -0.1369
C -0.95733 0.56653 -0.33685 -0.1189
H -2.17302 -1.96678 -0.55679 0.1051
H -0.36288 -2.27133 0.78839 0.1388
H 0.52299 -2.59712 -0.62947 0.1310
H 0.44731 -0.47771 -1.57279 0.1665
H 1.42653 -0.70387 1.09145 0.1749
H 2.13192 0.04552 -0.22322 0.1888
H 1.74810 1.96000 1.05259 0.1362
H 0.49971 1.11232 1.95985 0.1423
H 0.19405 2.35813 -0.83046 0.1309
H -0.82417 2.53617 0.56808 0.1281
H -1.69876 0.26414 0.40770 0.1377
H -1.44718 0.70753 -1.24664 0.1104

=====

19
Properties=species:S:1:pos:R:3:lowdin_charge:R:1 method="wB97M-V/def2-TZVPD" orbital_gap_ev=10.21 total_charge=+1 spin_multiplicity=1 lumo_ev=-5.31 energy_ev=-8905.260 e_above_lowest_ev=5.369
C -1.47365 0.21962 0.54210 0.1766
C 0.53478 1.06063 -1.63574 -0.0251
C 0.03309 -1.43549 -1.67643 0.0034
C 0.34846 0.29529 2.80296 -0.0895
C 0.55149 -0.21471 -0.88751 -0.3870
N -0.32401 -0.15365 0.28949 0.0650
O 0.70883 -0.42538 1.69702 -0.0305
H -1.72830 0.19657 1.52138 0.0733
H -2.20068 0.11350 -0.31257 0.1747
H -0.61364 1.32457 -1.89755 0.1470
H 0.99909 1.92268 -1.11960 0.1109
H 0.92013 1.03718 -2.53787 0.0328
H -0.18868 -2.11142 -0.87054 0.0840
H 0.90909 -1.68997 -2.22287 0.0875
H -0.91730 -1.08940 -2.24859 0.1317
H -0.69476 0.21351 2.93763 0.0675
H 0.54248 1.35306 2.72463 0.1072
H 1.06826 -0.21013 3.39258 0.1274
H 1.52534 -0.40646 -0.49850 0.1433

=====

19
Properties=species:S:1:pos:R:3:lowdin_charge:R:1 method="wB97M-V/def2-TZVPD" orbital_gap_ev="5.39 / 8.41" total_charge=+1 spin_multiplicity=3 lumo_ev="-2.99 / -7.95" energy_ev=-8901.502 e_above_lowest_ev=4.684
C 0.04540 -1.42657 -0.92148 0.0361
C 1.34587 -0.90045 -0.20165 -0.1096
C -0.73742 -0.00686 -0.17213 -0.3703
C -1.92225 -0.24801 0.86506 0.0319
C 1.44790 1.52637 0.09253 0.0738
N 0.69068 0.24809 0.45893 -0.0463
O -1.07652 0.87400 -1.13886 0.1061
H 0.00591 -1.16535 -1.92769 0.0706
H -0.43439 -2.40329 -0.64331 0.1240
H 1.74804 -1.72555 0.32597 0.1154
H 2.06349 -0.62535 -0.93733 0.1091
H -2.97192 -0.32590 0.54091 0.1120
H -1.97200 0.43247 1.68282 0.0772
H -1.73681 -1.17766 1.34400 0.0693
H 2.11919 1.72037 0.83503 0.0749
H 1.83522 1.37822 -0.96220 0.1341
H 0.54217 2.19882 -0.01031 0.1202
H 0.65590 0.17750 1.43576 0.1565
H -1.64849 1.44914 -0.66606 0.1149

=====

19
Properties=species:S:1:pos:R:3:lowdin_charge:R:1 method="wB97M-V/def2-TZVPD" orbital_gap_ev="11.99 / 6.24" total_charge=+2 spin_multiplicity=2 lumo_ev="-8.44 / -14.15" energy_ev=-8895.354 e_above_lowest_ev=2.307
C -0.69175 -1.73643 -0.96104 -0.1190
O -1.14390 -1.63441 0.33352 0.2300
C -0.18334 -0.41273 -1.51592 -0.1233
C 1.17326 0.14750 -0.93852 -0.1073
C 1.19116 0.40290 0.61146 -0.0822
C -0.20197 2.34150 1.51013 0.2371
N -0.03801 1.16498 1.02869 0.0464
H -1.57637 -2.12164 -1.50403 0.2177
H 0.09526 -2.50926 -1.13207 0.2312
H -1.61417 -2.43270 0.67981 0.2099
H 0.05426 -0.45232 -2.59962 0.1549
H -1.07976 0.20805 -1.60921 0.1394
H 1.54157 1.03632 -1.44634 0.1290
H 2.03038 -0.56226 -1.07713 0.1483
H 2.01905 1.07223 0.81766 0.1404
H 1.17826 -0.53435 1.14778 0.1293
H -1.19020 2.60100 1.87514 0.1404
H 0.68714 2.87835 1.84742 0.1450
H -0.86145 0.59314 0.91547 0.1328

=====

20
Properties=species:S:1:pos:R:3:lowdin_charge:R:1 method="wB97M-V/def2-TZVPD" orbital_gap_ev=7.80 total_charge=-1 spin_multiplicity=1 lumo_ev=4.16 energy_ev=-10965.437 e_above_lowest_ev=1.553
C -0.32733 -2.44312 -1.84846 -0.0824
C -0.09931 -1.80815 -0.48491 -0.7133
N 1.20451 -1.75497 -0.13781 -0.0261
O -1.10545 -1.40358 0.18405 -0.1276
H 0.22172 -3.38849 -1.84929 0.0506
H 0.07445 -1.73180 -2.60258 0.0670
H -1.38493 -2.60345 -2.13590 0.0579
H 1.63753 -0.00417 -0.15394 0.0148
H 1.29224 -1.90506 0.88875 0.0239
C 0.33630 1.48938 -0.44500 -0.2900
O 1.66385 0.99311 -0.22123 -0.1376
C -0.20325 2.17256 0.83113 -0.2624
C -0.64523 1.12855 1.86081 -0.1350
H -0.36701 0.73266 -0.81558 0.0987
H 0.46016 2.30491 -1.16342 0.0915
H -1.02590 2.85470 0.56472 0.0896
H 0.58291 2.84582 1.23526 0.0981
H -0.97096 1.50859 2.85126 0.0558
H 0.17729 0.40245 2.01156 0.0689
H -1.52157 0.61007 1.43056 0.0575

=====

20
Properties=species:S:1:pos:R:3:lowdin_charge:R:1 method="wB97M-V/def2-TZVPD" orbital_gap_ev=6.23 total_charge=-1 spin_multiplicity=1 smiles=[O-]CNCCCCO lumo_ev=3.52 energy_ev=-10961.965 e_above_lowest_ev=5.025
C 0.61504 -0.51111 0.59300 -0.3939
N -0.26603 -0.88442 1.59186 -0.1415
C -0.00514 0.07833 3.00492 -0.4782
O 1.25182 -0.04388 3.26976 -0.3106
C 0.21710 0.82226 -0.18381 -0.2116
C -0.91491 0.62721 -1.19470 -0.1530
C -0.47300 -0.45829 -2.27842 -0.2318
O -0.02622 0.13642 -3.49376 -0.1079
H 0.99011 -1.26479 -0.13541 0.0890
H 1.50951 -0.07814 1.23612 0.1081
H 0.12245 -1.92866 2.04534 0.1472
H -0.67723 -0.60010 3.54110 0.0597
H -0.33458 1.02929 2.60005 0.0592
H 0.19912 1.58224 0.52124 0.0619
H 1.14080 1.07665 -0.69701 0.0889
H -1.71457 0.24346 -0.58334 0.0854
H -1.19819 1.55410 -1.69049 0.0966
H -1.32907 -0.95694 -2.68622 0.0954
H 0.25907 -1.20308 -2.16700 0.0846
H 0.63392 0.77944 -3.29323 0.0525